Entry 1:
Below is a structure of composition C16H29N2Pd, with properties calculated with the ωB97M-V functional and the def2-TZVPD basis.

The value obtained for the total energy is -23522.058 eV. As for the highest occupied orbital energy: -1.52 eV. The value obtained for the lowest unoccupied orbital energy is 0.104 hartree. As for the HOMO-LUMO gap: 4.349 eV. The charge is -1. For the max |F|, the calculation gives 0.96 eV Å⁻¹.

Last column: Löwdin charge in e.
Cartesian coordinates (Å):
Pd -0.38 0.30 0.04  0.307
C -1.90 -1.53 1.24  -0.299
C -0.74 -2.23 1.61  -0.278
C -0.01 -2.53 0.44  -0.292
C -0.71 -2.01 -0.67  -0.335
C -1.91 -1.40 -0.18  -0.368
C -3.13 -1.10 -0.99  -0.094
C -0.42 -2.35 -2.10  -0.096
C 1.32 -3.21 0.38  -0.087
C -0.27 -2.48 3.01  -0.079
C -3.01 -1.10 2.15  -0.088
H -3.65 -0.20 -0.64  0.053
H -3.87 -1.92 -0.98  0.068
H -2.88 -0.92 -2.04  0.052
H -0.71 -3.38 -2.36  0.067
H 0.64 -2.25 -2.33  0.059
H -0.96 -1.68 -2.78  0.051
H 1.49 -3.85 1.25  0.057
H 2.17 -2.51 0.33  0.061
H 1.42 -3.85 -0.50  0.057
H -0.48 -3.49 3.38  0.062
H -0.73 -1.79 3.72  0.050
H 0.82 -2.34 3.12  0.056
H -3.78 -1.87 2.31  0.063
H -3.54 -0.22 1.75  0.057
H -2.64 -0.81 3.14  0.048
C -0.13 2.72 5.26  -0.079
C 0.34 3.60 4.10  -0.234
N 1.07 2.88 3.07  -0.104
C 2.42 2.44 3.37  -0.227
C 2.52 0.96 3.76  -0.073
C 0.45 2.40 1.94  -0.437
C -1.01 2.66 1.74  -0.064
N 1.05 1.70 1.02  0.045
H -0.76 3.30 5.95  0.070
H 0.70 2.31 5.83  0.061
H -0.73 1.89 4.88  0.076
H 0.98 4.40 4.48  0.110
H -0.51 4.09 3.64  0.098
H 2.80 3.08 4.17  0.111
H 3.07 2.65 2.51  0.109
H 2.05 0.78 4.73  0.060
H 3.56 0.64 3.81  0.073
H 2.01 0.33 3.03  0.067
H -1.21 3.71 1.52  0.077
H -1.61 2.35 2.60  0.073
H -1.25 1.99 0.88  0.011
H 2.03 1.56 1.22  0.028

***

Entry 2:
Below is the molecule C16H29NOS, with properties calculated with the ωB97M-V functional and the def2-TZVPD basis.

The value obtained for the total energy is -31437.202 eV. As for the highest occupied orbital energy: -8.69 eV. The value obtained for the lowest unoccupied orbital energy is 0.028 hartree. As for the HOMO-LUMO gap: 9.461 eV. Its structure (SMILES) is C[C@H]1[C@@H](NC(=O)CSC2CCCCC2)CCC[C@@H]1C. For the max |F|, the calculation gives 0.58 eV Å⁻¹.

Last column: Löwdin charge in e.
Cartesian coordinates (Å):
C -3.94 -1.84 1.62  -0.065
H -3.79 -2.92 1.54  0.077
H -5.00 -1.63 1.51  0.086
H -3.63 -1.54 2.62  0.070
C -3.13 -1.12 0.55  -0.356
C -3.45 -1.71 -0.83  -0.175
C -2.66 -1.04 -1.94  -0.190
C -2.94 0.46 -1.95  -0.135
H -3.99 0.63 -2.19  0.120
H -2.33 0.95 -2.71  0.119
C -2.64 1.10 -0.59  -0.279
N -1.22 1.10 -0.33  0.082
C -0.50 2.22 -0.18  -0.553
O -0.95 3.34 -0.24  0.055
C 0.99 2.01 0.11  -0.345
H 1.55 2.74 -0.48  0.090
H 1.15 2.21 1.17  0.090
S 1.62 0.35 -0.28  0.933
C 3.36 0.76 -0.73  -0.568
C 3.97 -0.43 -1.47  -0.232
C 4.16 -1.63 -0.55  -0.218
C 5.01 -1.24 0.66  -0.206
C 4.36 -0.09 1.42  -0.217
C 4.18 1.12 0.50  -0.221
H 3.70 1.93 1.05  0.104
H 5.16 1.47 0.17  0.121
H 4.97 0.19 2.28  0.110
H 3.38 -0.41 1.78  0.094
H 5.12 -2.11 1.32  0.109
H 6.01 -0.94 0.32  0.114
H 4.63 -2.44 -1.10  0.110
H 3.18 -1.97 -0.21  0.095
H 3.33 -0.70 -2.31  0.106
H 4.94 -0.11 -1.87  0.120
H 3.28 1.62 -1.40  0.106
H -0.75 0.21 -0.29  0.060
H -2.93 2.15 -0.61  0.148
C -3.41 0.39 0.54  -0.296
C -3.07 1.05 1.88  -0.051
H -3.11 2.13 1.78  0.084
H -2.07 0.77 2.20  0.084
H -3.78 0.76 2.65  0.073
H -4.48 0.54 0.34  0.151
H -2.93 -1.47 -2.90  0.111
H -1.59 -1.22 -1.78  0.107
H -3.24 -2.78 -0.82  0.114
H -4.52 -1.59 -1.02  0.123
H -2.06 -1.28 0.75  0.142

***

Entry 3:
Below is a structure of composition C16H30AlN3O4SSeSi2, with properties calculated with the ωB97M-V functional and the def2-TZVPD basis.

The value obtained for the total energy is -128277.747 eV. As for the highest occupied orbital energy: -8.84 eV. The value obtained for the lowest unoccupied orbital energy is 0.005 hartree. As for the HOMO-LUMO gap: 8.989 eV. For the max |F|, the calculation gives 0.50 eV Å⁻¹.

Last column: Löwdin charge in e.
Cartesian coordinates (Å):
Al 0.09 -0.47 -1.10  -0.144
C -2.36 0.61 3.18  -0.174
Si -0.95 0.62 1.93  0.449
C 0.26 -0.67 2.62  -0.175
C -0.27 2.37 1.99  -0.190
C -1.41 0.12 0.19  -0.369
C -1.87 -1.30 0.15  -0.350
C -2.93 -1.93 0.80  -0.008
C -3.14 -3.27 0.59  -0.034
C -2.31 -3.99 -0.27  -0.045
C -1.28 -3.32 -0.89  -0.055
N -1.08 -2.02 -0.67  0.096
Si -2.64 1.22 -0.74  0.472
C -4.14 1.68 0.30  -0.172
C -1.79 2.80 -1.27  -0.155
C -3.30 0.26 -2.21  -0.153
H -1.94 0.90 4.15  0.037
H -2.82 -0.37 3.31  0.021
H -3.15 1.33 2.94  0.013
H 0.90 -0.24 3.39  0.034
H 0.90 -1.09 1.85  0.002
H -0.30 -1.49 3.08  0.032
H 0.48 2.46 2.77  0.033
H -1.08 3.07 2.22  0.034
H 0.19 2.69 1.05  -0.011
H -3.58 -1.35 1.45  0.104
H -3.96 -3.77 1.08  0.114
H -2.47 -5.04 -0.45  0.106
H -0.59 -3.80 -1.57  0.131
H -3.88 2.31 1.16  0.017
H -4.66 0.80 0.67  0.028
H -4.84 2.25 -0.32  0.034
H -1.54 3.42 -0.41  0.023
H -2.44 3.38 -1.93  0.038
H -0.87 2.58 -1.82  0.027
H -3.95 -0.55 -1.88  0.036
H -2.50 -0.17 -2.82  0.025
H -3.88 0.92 -2.86  0.040
O 1.29 -1.57 -2.04  -0.387
Se 1.18 -0.61 -3.47  0.938
O 0.59 -1.46 -4.69  -0.401
O -0.03 0.34 -2.73  -0.344
O 2.55 0.18 -3.68  -0.410
C 4.72 1.88 0.81  -0.045
N 4.57 0.65 0.09  -0.155
C 5.70 -0.21 -0.23  -0.099
C 5.06 -1.33 -1.06  -0.103
N 3.64 -1.08 -0.88  0.050
C 3.42 0.10 -0.32  -0.673
S 1.91 0.87 -0.13  0.897
H 5.48 1.75 1.59  0.093
H 3.77 2.15 1.28  0.060
H 5.03 2.70 0.15  0.099
H 6.17 -0.57 0.69  0.123
H 6.45 0.35 -0.80  0.126
H 5.34 -2.32 -0.69  0.118
H 5.33 -1.27 -2.12  0.126
H 2.90 -1.50 -1.44  0.078

***

Entry 4:
Below is a cluster of 5 separate species, C16H30BrF3N4O8 in total at a distorted geometry, with properties calculated with the ωB97M-V functional and the def2-TZVPD basis.

The value obtained for the total energy is -117613.854 eV. As for the highest occupied orbital energy: -8.94 eV. The value obtained for the lowest unoccupied orbital energy is 0.011 hartree. As for the HOMO-LUMO gap: 9.234 eV. Its structure (SMILES) is O=C1O[C@H](C(F)(F)F)[C@@](O)(Br)O1.CNC(C)=O.CNC(C)=O.CNC(C)=O.CNC(C)=O. For the max |F|, the calculation gives 6.00 eV Å⁻¹.

Last column: Löwdin charge in e.
Cartesian coordinates (Å):
O -3.16 4.56 -1.01  0.147
C -2.08 4.60 -1.64  -0.322
O -1.58 3.68 -2.64  0.044
C -1.09 4.59 -3.65  -0.143
C -0.56 3.96 -5.03  -0.307
F -0.34 2.56 -4.79  0.075
F 0.65 4.51 -5.50  0.079
F -1.54 4.05 -6.08  0.068
C -0.11 5.45 -2.72  -0.726
O 1.01 4.82 -2.09  -0.014
Br 0.47 7.21 -3.49  0.758
O -1.04 5.60 -1.58  0.003
H -1.88 5.34 -4.00  0.180
H 1.30 4.01 -2.58  0.112
C -2.26 2.64 2.83  -0.013
C -1.84 3.70 3.81  -0.551
O -1.24 3.43 4.85  0.024
N -2.14 4.99 3.52  0.002
C -2.83 5.49 2.35  -0.078
H -1.95 1.66 3.19  0.078
H -3.35 2.64 2.72  0.090
H -1.78 2.82 1.86  0.075
H -1.83 5.65 4.21  0.141
H -2.17 6.18 1.83  0.086
H -3.72 6.03 2.68  0.084
H -3.12 4.69 1.67  0.057
C 2.59 0.04 -0.39  -0.005
C 1.44 0.90 -0.82  -0.537
O 1.48 1.60 -1.83  0.006
N 0.32 0.89 -0.05  0.019
C 0.07 0.14 1.17  -0.066
H 3.41 0.15 -1.11  0.083
H 2.95 0.35 0.59  0.087
H 2.30 -1.01 -0.37  0.066
H -0.42 1.49 -0.40  0.132
H -0.80 -0.50 1.01  0.065
H -0.15 0.86 1.97  0.067
H 0.92 -0.47 1.46  0.081
C -1.53 -4.00 3.70  -0.012
C -0.94 -3.48 2.42  -0.534
O -1.30 -2.41 1.93  0.015
N 0.01 -4.22 1.80  0.015
C 0.57 -5.49 2.21  -0.078
H -2.27 -3.30 4.08  0.084
H -2.01 -4.97 3.53  0.084
H -0.74 -4.11 4.46  0.085
H 0.35 -3.80 0.94  0.103
H 1.64 -5.37 2.34  0.083
H 0.38 -6.22 1.42  0.080
H 0.13 -5.85 3.14  0.073
C 3.71 -5.11 -0.98  -0.006
C 2.30 -4.62 -1.21  -0.538
O 1.86 -3.64 -0.63  0.010
N 1.52 -5.30 -2.09  0.010
C 1.86 -6.48 -2.86  -0.074
H 4.20 -4.47 -0.25  0.087
H 3.69 -6.13 -0.58  0.086
H 4.27 -5.08 -1.91  0.088
H 0.60 -4.91 -2.19  0.146
H 1.75 -6.23 -3.92  0.086
H 1.17 -7.27 -2.60  0.084
H 2.88 -6.81 -2.68  0.076